Entry from OMol25: a structure of composition C5H31NO11S (ωB97M-V/def2-TZVPD).

The relative energy (zero: lowest compared OMol25 entry of this formula, charge and spin) is 5.9 kcal per mole. Its net charge is -2. Its energy is -1489.68663 Ha. For the gap between HOMO and LUMO, the calculation gives 6.94 eV. The value obtained for the LUMO energy is 5.049 eV.

Positions of all 49 atoms, in Å:
C1 -1.70099 -0.19445 2.00319
C2 -0.76503 -0.90671 3.00878
S1 -0.25542 0.11878 4.54584
C3 -1.01812 0.86302 1.15367
N1 -0.51523 0.17401 -0.09053
C4 0.55326 0.85594 -0.87099
C5 1.80318 0.09209 -1.30336
O1 1.90210 -0.15371 -2.66124
H1 -2.50701 0.23832 2.74548
H2 -2.24400 -0.83040 1.29778
H3 -1.19877 -1.69728 3.60515
H4 0.21358 -1.26465 2.63572
H5 -1.74568 1.57235 0.71691
H6 -0.26275 1.46104 1.61016
H7 -0.11846 -0.72428 0.21640
H8 0.82394 1.76362 -0.36872
H9 0.00055 1.22744 -1.75425
H10 1.96572 -0.87733 -0.74177
H11 2.69167 0.71112 -1.17714
H12 -0.60262 4.07494 -0.96995
H13 -0.30731 3.46745 -2.31815
O2 -0.55986 4.29796 -1.89919
H14 -1.70866 0.90206 -3.08965
H15 -1.78421 1.40483 -1.73761
O3 -1.77194 1.76926 -2.65119
H16 2.71458 -0.05013 1.89642
H17 2.45574 -1.16219 2.85899
O4 2.92703 -0.97889 2.03589
H18 2.35359 2.20983 2.53939
H19 3.22764 2.61512 1.22352
O5 3.20241 2.05886 1.99554
H20 2.67749 -2.60304 0.52933
H21 3.11530 -2.78624 -0.92993
O6 2.72667 -3.25909 -0.16622
H22 0.49426 2.70438 2.98306
H23 0.79556 1.68894 4.08401
O7 1.23993 2.44720 3.52674
H24 -4.91385 -0.94276 -1.00272
H25 -3.65567 -0.35968 -0.31484
O8 -4.61619 -0.27448 -0.38123
H26 -2.13564 -1.20047 -2.16554
H27 -1.96857 -2.49476 -1.40022
O9 -2.61835 -1.80370 -1.61005
H28 1.08924 -0.92614 -3.12941
H29 0.36350 -2.16131 -4.54429
O10 0.22325 -1.61376 -3.76338
H30 -0.08595 -2.67194 -2.74323
H31 0.01671 -3.41794 -1.31838
O11 -0.51661 -3.36322 -2.10880

---

Entry from OMol25: a structure of composition C4H8N2S (ωB97M-V/def2-TZVPD).

The relative energy (zero: lowest compared OMol25 entry of this formula, charge and spin) is 133.4 kcal per mole. Its energy is -664.72018 Ha. For the gap between HOMO and LUMO, the calculation gives 8.85 eV. The value obtained for the LUMO energy is 0.748 eV.

Positions of all 15 atoms, in Å:
C1 1.68126 1.08085 -0.81447
C2 0.42537 0.76046 -0.05387
C3 -0.19369 -0.64600 -0.21197
C4 -0.66365 -1.71857 0.73212
H1 2.39454 0.46551 -0.12136
H2 2.10125 2.29399 -1.19039
H3 1.83667 0.27664 -1.88512
H4 -2.09296 1.12775 1.11671
H5 0.14756 -0.94018 -1.14108
H6 -0.47564 -2.62058 0.19417
H7 -0.38463 -1.53047 1.75086
H8 -2.19881 -1.29457 -0.79785
N1 0.23219 1.69558 0.69009
N2 -1.71994 -0.82072 0.08950
S1 -1.08951 1.87030 1.64265

---

Entry from OMol25: a cluster of 11 separate species, C45H53F13NO33S2 in total (ωB97M-V/def2-TZVPD).

The relative energy (zero: lowest compared OMol25 entry of this formula, charge and spin) is 0.0 kcal per mole. Its net charge is +1. Its energy is -6378.58725 Ha. For the gap between HOMO and LUMO, the calculation gives 5.36 eV. The value obtained for the LUMO energy is -5.141 eV.

Positions of all 147 atoms, in Å:
C1 1.37366 -1.36419 0.97717
C2 2.16102 -0.50937 1.27150
C3 3.04941 0.65509 1.53889
S1 4.54416 -0.15797 2.34926
C4 4.76862 -1.00581 0.80725
C5 5.38130 -2.40134 0.66733
F1 5.81550 -2.78775 1.84099
F2 6.30613 -2.44893 -0.23808
F3 4.38625 -3.20389 0.32588
N1 4.33835 -0.30250 -0.18265
C6 3.74263 1.02795 0.18349
C7 2.79033 1.36929 -1.00325
C8 2.06161 2.70712 -0.80624
C9 0.86956 2.72221 0.18036
C10 -0.14527 1.56581 0.02236
C11 -1.60925 2.06871 -0.04617
C12 -2.50080 0.82137 0.17987
C13 -3.90310 0.95285 -0.41814
O1 -4.70410 -0.17782 -0.14391
C14 -4.40086 -1.25577 -1.00728
C15 4.86034 2.09515 0.24786
S2 6.34630 1.72186 -0.71558
O2 7.06811 2.93668 -1.02360
O3 7.15337 0.73449 -0.01908
H1 0.76986 -2.12839 0.54089
H2 2.59071 1.46807 2.08908
H3 4.37615 -0.58704 -1.15382
H4 3.46209 1.51299 -1.86659
H5 2.14478 0.53023 -1.25975
H6 2.75461 3.50912 -0.54231
H7 1.65420 2.98895 -1.78273
H8 1.26708 2.79097 1.19830
H9 0.33135 3.65355 -0.01529
H10 -0.09955 0.96451 0.93148
H11 0.04748 0.96751 -0.87192
H12 -1.71781 2.72919 0.81532
H13 -1.82899 2.56658 -0.98413
H14 -1.98950 -0.00707 -0.33195
H15 -2.52139 0.53698 1.23606
H16 -4.40252 1.81699 0.02405
H17 -3.82028 1.12902 -1.49618
H18 -4.22275 -0.93233 -2.03279
H19 -5.23670 -1.95189 -1.01053
H20 -3.48735 -1.77403 -0.68075
H21 4.51452 3.05465 -0.14079
H22 5.23398 2.28821 1.25531
H23 5.96689 1.16551 -1.91286
C16 10.15178 2.42243 -0.32151
C17 10.88180 3.44520 -1.15406
O4 11.51012 4.23690 -0.15918
C18 11.72611 3.42906 0.91458
O5 12.43866 3.69888 1.82214
O6 11.01016 2.28478 0.81893
F4 10.02790 4.22373 -1.86062
H24 9.17582 2.77603 0.00172
H25 10.03075 1.47102 -0.83400
H26 11.63365 3.03383 -1.83028
C19 -8.49530 -2.05999 -4.53889
C20 -8.54826 -1.66319 -3.08474
O7 -7.56414 -2.51123 -2.50249
C21 -6.64274 -2.76754 -3.47131
O8 -5.56512 -3.21672 -3.26459
O9 -7.11842 -2.43386 -4.69440
F5 -9.75188 -1.94104 -2.53074
H27 -9.13323 -2.91925 -4.75117
H28 -8.75531 -1.24631 -5.21139
H29 -8.28886 -0.62171 -2.88761
C22 -4.82759 -0.12579 -6.89542
C23 -5.87171 0.96215 -6.86261
O10 -6.38199 0.85167 -5.54477
C24 -5.37465 0.35581 -4.76972
O11 -5.37574 0.37409 -3.58516
O12 -4.38425 -0.15789 -5.53416
F6 -6.87256 0.72986 -7.74687
H30 -5.25529 -1.09387 -7.16135
H31 -4.00235 0.09631 -7.56755
H32 -5.48233 1.96999 -7.01712
C25 -0.91497 -3.42406 -4.45511
C26 -0.81416 -2.50916 -5.65010
O13 -1.68114 -1.44596 -5.29875
C27 -1.68537 -1.36942 -3.93539
O14 -2.09177 -0.45071 -3.31236
O15 -1.14944 -2.49538 -3.39066
F7 -1.27446 -3.10108 -6.77771
H33 -1.76022 -4.10874 -4.53727
H34 -0.00688 -3.99642 -4.27981
H35 0.18765 -2.11507 -5.83565
C28 5.15188 -4.29302 4.78406
C29 5.36212 -5.69591 5.29785
O16 4.47660 -5.74997 6.40081
C30 3.45137 -4.88751 6.13855
O17 2.41987 -4.86660 6.71145
O18 3.78316 -4.05206 5.11322
F8 6.63101 -5.88639 5.73164
H36 5.78546 -3.57183 5.30409
H37 5.31504 -4.20550 3.71404
H38 5.10385 -6.48265 4.58615
C31 10.01435 5.20608 3.25154
C32 9.78254 6.41093 4.12606
O19 8.65172 7.01898 3.50808
C33 7.94227 6.02735 2.90799
O20 6.82146 6.13032 2.52602
O21 8.68038 4.89701 2.81312
F9 10.82425 7.27037 4.09007
H39 10.63747 5.43634 2.38845
H40 10.45159 4.36882 3.78890
H41 9.54488 6.17892 5.16589
C34 -7.88686 -5.06376 -0.63584
C35 -6.73088 -5.76919 0.02423
O22 -7.24278 -7.07919 0.22379
C36 -8.16810 -7.29589 -0.75848
O23 -8.59783 -8.36174 -1.04333
O24 -8.51399 -6.13349 -1.35743
F10 -6.42560 -5.22538 1.22839
H42 -8.58786 -4.65801 0.09573
H43 -7.57313 -4.27134 -1.30947
H44 -5.82685 -5.82328 -0.58524
C37 -8.15492 -8.80339 2.73196
C38 -8.27134 -10.22808 3.20802
O25 -9.13059 -10.10837 4.32836
C39 -9.92848 -9.02266 4.10547
O26 -10.92001 -8.78154 4.70317
O27 -9.42872 -8.26207 3.09760
F11 -7.07459 -10.72465 3.61579
H45 -7.36530 -8.26115 3.25549
H46 -7.99009 -8.72785 1.66398
H47 -8.71478 -10.91222 2.48239
C40 3.21577 7.27269 2.66358
C41 4.02147 6.08320 2.20625
O28 3.18281 5.51735 1.20614
C42 2.44869 6.54146 0.67445
O29 1.84795 6.46900 -0.34280
O30 2.51307 7.63446 1.46651
F12 4.19299 5.17135 3.19890
H48 2.49698 7.00372 3.43930
H49 3.83362 8.09346 3.01787
H50 4.99244 6.33012 1.77309
C43 -4.87907 6.12177 1.93808
C44 -3.39174 6.15071 2.18426
O31 -2.93695 5.03231 1.44027
C45 -3.81461 4.85627 0.40779
O32 -3.60590 4.18522 -0.54493
O33 -4.95070 5.56107 0.62228
F13 -3.08881 5.96525 3.49312
H51 -5.39466 5.46752 2.64261
H52 -5.33520 7.10804 1.96678
H53 -2.89114 7.05171 1.82476

---

Entry from OMol25: a structure of composition C16H27F3N5PdS (ωB97M-V/def2-TZVPD).

The relative energy (zero: lowest compared OMol25 entry of this formula, charge and spin) is 0.0 kcal per mole. Its net charge is +3. Its energy is -1724.24270 Ha. Its spin multiplicity is 5. For the gap between HOMO and LUMO (alpha / beta), the calculation gives 9.23 / 6.12 eV. The value obtained for the LUMO energy (alpha / beta) is -9.582 / -13.715 eV.

Positions of all 53 atoms, in Å:
Pd1 -0.08312 -0.12886 0.29698
C1 1.55685 -3.35580 0.08458
C2 0.38482 -3.02960 -0.83191
N1 0.32943 -1.62709 -1.31650
C3 -0.65691 -1.50351 -2.41908
C4 -0.99940 -0.05533 -2.67972
N2 -1.54018 0.57788 -1.45949
C5 -2.95867 0.27917 -1.14688
C6 -3.32997 0.86264 0.21192
C7 -3.10413 -0.07551 1.39581
N3 -1.91171 -0.95236 1.25622
C8 -1.49917 -1.55700 2.54774
C9 -0.25332 -2.40105 2.37269
N4 0.80336 -1.58060 1.73753
C10 1.94332 -2.32483 1.14382
H1 2.45289 -3.53657 -0.51212
H2 1.32949 -4.31627 0.54979
H3 -0.57500 -3.22645 -0.35000
H4 0.42803 -3.69928 -1.69469
H5 1.25067 -1.37295 -1.67735
H6 -1.54253 -2.07280 -2.13254
H7 -0.26593 -1.96384 -3.32896
H8 -1.72321 0.01472 -3.49659
H9 -0.11194 0.50287 -2.98606
H10 -1.47655 1.58779 -1.55994
H11 -3.12146 -0.79836 -1.20052
H12 -3.57480 0.72471 -1.93232
H13 -4.38260 1.14378 0.21044
H14 -2.77294 1.79372 0.35590
H15 -3.97106 -0.72671 1.53692
H16 -2.98388 0.50071 2.31217
H17 -2.14417 -1.70660 0.61091
H18 -2.31534 -2.15845 2.95694
H19 -1.32263 -0.73882 3.24609
H20 -0.45442 -3.26532 1.74294
H21 0.07634 -2.78413 3.34112
H22 1.18945 -0.95982 2.44826
H23 2.50425 -2.82868 1.93515
H24 2.61344 -1.56854 0.72773
F1 0.87584 5.22556 -0.29125
C11 1.75431 4.88465 0.65552
F2 2.79038 4.27636 0.06738
F3 2.17430 5.96038 1.28217
C12 1.07849 3.91679 1.62386
C13 0.84264 4.25074 2.94344
C14 0.20003 3.32496 3.75143
C15 -0.18977 2.07399 3.21737
N5 0.01841 1.73434 1.96410
C16 0.64178 2.64687 1.16064
S1 0.84235 2.11880 -0.42908
H25 1.15607 5.21260 3.33023
H26 -0.00293 3.54096 4.79266
H27 -0.68315 1.35482 3.85927